# 1
A molecular structure, C12H13N2O9P2V in a non-equilibrium geometry, computed with ωB97M-V/def2-TZVPD.

Results
Total charge ... +1
Multiplicity ... 2
Frontier orbital gap (spin up / spin down) ... 6.54 / 7.22 eV
Highest occupied orbital energy (spin up / spin down) ... -11.94 / -11.99 eV

Last column: Löwdin spin population.
Positions of all 39 atoms, in Å:
V -0.64878 -0.51204 -0.61818  1.072
C -3.18539 2.03222 1.78868  0.001
C -2.22862 2.83643 2.39972  0.002
C -0.88425 2.60279 2.17515  0.001
C -0.52164 1.55760 1.33775  0.001
N -1.45793 0.80265 0.73963  0.000
C -2.76081 1.02148 0.95577  0.005
C 0.86152 1.19164 0.99178  0.008
C 1.96427 1.85473 1.38367  -0.016
C 3.25377 1.39711 0.93902  0.001
C 3.36657 0.36035 0.10338  -0.008
C 2.17436 -0.35045 -0.38819  -0.001
N 0.94527 0.04411 0.19837  -0.026
H -4.24148 2.18768 1.95072  0.000
H -2.53377 3.64348 3.05181  0.000
H -0.12882 3.21390 2.64499  0.000
H -3.45372 0.36110 0.45013  0.001
H 1.89210 2.72972 2.01085  -0.001
H 4.14060 1.90339 1.29457  0.000
H 4.32754 0.00032 -0.23475  0.000
H 2.28175 -1.43239 -0.37438  -0.001
O 2.20539 -1.97313 -3.67112  0.000
P 1.29528 -1.04983 -2.81857  0.002
O 2.13493 -0.07201 -1.95393  -0.004
O 0.37359 -1.83246 -1.91332  0.017
O 0.40757 -0.26588 -3.87277  0.000
P -1.05874 0.34454 -3.42743  0.000
O -1.97090 -0.93892 -3.14409  0.002
O -1.59379 1.30569 -4.35698  -0.001
O -0.71605 0.78523 -1.95845  -0.011
H 2.53272 -1.64307 -4.52150  0.000
H -1.52895 -1.79934 -3.18943  0.000
C -0.21728 -3.16343 2.02633  -0.001
C -1.48220 -2.63861 1.43367  -0.001
O -2.59751 -2.74187 1.81396  -0.006
O -1.23645 -1.91808 0.25233  -0.033
H -0.45157 -3.80178 2.87297  0.000
H 0.39961 -2.32518 2.35437  0.000
H 0.34181 -3.71768 1.27348  0.000

Forces on the atoms, in the same order (eV/Å):
0.2259 -0.7772 0.8349
0.0079 -0.0271 -0.0183
0.0118 -0.0088 -0.0104
-0.0487 -0.1176 0.0304
0.1563 0.2020 -0.0263
0.2117 -0.1084 -0.2526
-0.0666 0.0064 0.0526
0.1157 0.0177 0.0682
-0.1822 0.0447 -0.0418
0.0837 -0.0350 -0.0404
0.0308 -0.0078 0.0526
0.1288 -0.0397 -0.1483
-0.2652 0.0526 -0.3463
-0.0010 0.0033 0.0022
-0.0052 0.0032 -0.0025
-0.0085 0.0043 0.0125
-0.0037 0.0100 0.0026
-0.0120 0.0031 -0.0025
0.0000 0.0038 0.0013
-0.0078 -0.0230 -0.0077
0.0067 0.0124 0.0291
0.0575 -0.1095 -0.0455
-0.1530 0.2472 0.1022
0.0332 0.0428 -0.0244
-0.0822 0.2989 0.1898
0.1840 -0.0150 -0.0966
-0.1011 0.1080 0.2416
0.0935 -0.1563 -0.1836
0.0888 0.0305 -0.0530
-0.3337 -0.3763 0.2657
-0.0496 -0.0224 0.0978
-0.0829 0.0187 -0.0881
-0.0323 -0.0986 0.0775
-0.0432 0.2835 -0.4253
0.0244 -0.0156 0.1538
0.0250 0.5374 -0.3823
0.0156 0.0052 -0.0024
-0.0082 0.0128 -0.0080
-0.0144 -0.0101 -0.0085

=====

# 2
A single C17H20FNOSSi molecule in a non-equilibrium geometry, computed with ωB97M-V/def2-TZVPD.

Results
Relative energy (zero: lowest compared OMol25 entry of this formula, charge and spin) ... 50.3 kcal per mole
SMILES ... C[Si](C)(C)OCCN1c2ccccc2Sc2cc(F)ccc21
Frontier orbital gap ... 8.86 eV
Highest occupied orbital energy ... -8.17 eV

Last column: natural (NBO) charge in e.
Positions of all 42 atoms, in Å:
C -1.22963 2.32932 -1.53627  -1.159
Si -1.98810 0.67891 -2.10388  1.887
C -0.91735 0.10266 -3.59655  -1.141
C -3.73400 1.07348 -2.80732  -1.142
O -1.99026 -0.55836 -0.92893  -0.880
C -2.30876 -0.10688 0.39496  -0.070
C -1.17187 -0.52157 1.44381  -0.231
N 0.18757 -0.29776 0.89774  -0.506
C 0.86781 -1.52739 0.53967  0.130
C 0.75886 -2.06310 -0.82816  -0.141
C 1.47981 -3.28166 -1.19920  -0.236
C 2.33304 -4.02057 -0.26624  -0.211
C 2.41897 -3.52468 1.09615  -0.227
C 1.70137 -2.31667 1.45925  -0.177
S 1.79561 -1.67161 3.17287  0.259
C 1.84402 0.12863 2.84535  -0.159
C 2.67234 1.01412 3.63751  -0.295
C 2.69843 2.43812 3.33574  0.410
F 3.49449 3.29928 4.03952  -0.321
C 1.85794 2.92547 2.26153  -0.293
C 1.02691 2.02989 1.46636  -0.199
C 0.99065 0.57956 1.72333  0.144
H -0.12399 2.15682 -1.41693  0.241
H -1.35855 3.06509 -2.38246  0.246
H -1.69843 2.76415 -0.61169  0.237
H -1.27733 0.61362 -4.52832  0.242
H 0.12338 0.50512 -3.41593  0.236
H -0.85312 -1.00978 -3.68552  0.243
H -4.47156 0.81277 -2.00510  0.239
H -3.77434 2.17110 -3.05297  0.238
H -3.86775 0.48296 -3.74651  0.242
H -2.58138 0.97675 0.47543  0.168
H -3.23102 -0.68221 0.71307  0.180
H -1.39334 -1.57974 1.72900  0.211
H -1.37710 0.12335 2.34758  0.214
H 0.14610 -1.59031 -1.62224  0.228
H 1.43217 -3.68201 -2.24076  0.219
H 2.89300 -4.92558 -0.57908  0.226
H 3.04963 -4.02415 1.87205  0.232
H 3.33033 0.64968 4.45712  0.245
H 1.82912 4.00865 2.00389  0.234
H 0.41634 2.45453 0.64213  0.233

Forces on the atoms, in the same order (eV/Å):
0.2616 0.0768 -0.0484
0.0587 -0.1115 -1.0787
0.5865 0.4912 0.6004
0.5018 -0.0167 0.5016
-0.1155 1.8412 -0.1750
-0.4007 -1.3155 1.0584
-1.8457 0.7021 -0.4382
0.6863 -0.5881 1.3634
1.2602 -2.6247 -1.7345
1.4319 -1.2591 1.1970
0.5263 0.2267 1.5167
-1.4785 2.1481 0.8217
-0.7842 0.8964 -1.1930
-0.5458 0.6845 -0.9120
0.2269 0.5748 -0.8684
-0.6021 0.6608 -1.1592
-0.3964 1.1433 -1.0165
-1.8252 -1.6952 -1.5444
-0.8315 -0.9848 -0.6717
-0.0748 -1.0817 0.1802
1.0569 -1.3098 1.4070
1.9426 2.5810 1.4951
-1.0191 0.3408 0.1441
0.0717 -0.7116 0.8324
0.6205 -0.3279 -0.8514
0.1905 -0.7517 0.7125
-0.8956 -0.5829 -0.2150
-0.1715 0.9337 -0.2322
0.2366 0.2864 -0.9921
-0.1354 -1.0720 0.2659
-0.2409 0.3982 0.8724
0.5225 -0.7206 -0.2703
0.8151 0.7009 -0.2190
0.6669 0.7166 -0.2665
0.5338 -0.7022 -0.7926
0.4795 -0.1608 0.9929
-0.1629 0.6039 0.9868
-0.5344 0.8014 0.2429
-0.6575 0.5089 -0.8436
-0.6811 0.0955 -0.7989
0.1731 -0.9955 0.3761
0.5491 -0.4010 0.7541

=====

# 3
A molecular structure, C9H13BCeN2 in a non-equilibrium geometry, computed with ωB97M-V/def2-TZVPD.

Results
Relative energy (zero: lowest compared OMol25 entry of this formula, charge and spin) ... 0.0 kcal per mole
Frontier orbital gap ... 7.38 eV
Highest occupied orbital energy ... -9.06 eV

Last column: Löwdin charge in e.
Positions of all 26 atoms, in Å:
C 0.05381 -0.36574 -2.60190  -0.183
C 1.39360 -0.57610 -2.13379  -0.205
C 1.86810 0.65720 -1.56901  -0.191
C 0.81622 1.62881 -1.68458  -0.172
C -0.30139 0.99962 -2.32922  -0.164
Ce -0.08559 -0.24886 0.03175  1.045
C 1.60324 -2.06450 0.94367  -0.040
C 0.59837 -2.58399 0.22223  -0.302
C -0.22169 -3.49347 -0.31291  0.072
N -1.88938 -0.89584 -0.06739  -0.249
H 2.86230 0.82571 -1.15490  0.115
H 1.95089 -1.51018 -2.19237  0.115
H 0.86888 2.66636 -1.35266  0.119
H -1.25310 1.47401 -2.57366  0.121
H -0.56729 -1.11131 -3.09694  0.118
H 2.58223 -1.82515 0.49571  0.104
H -2.91285 -0.96579 0.03922  0.000
H 1.54768 -1.97294 2.04301  0.111
H -0.02699 -4.56818 -0.25482  0.093
H -1.14037 -3.19969 -0.82913  0.069
B -1.49341 3.19674 3.39034  -0.418
C -0.90233 2.18684 2.41103  -0.175
N -0.44102 1.40070 1.66191  -0.024
H -2.38952 3.80476 2.83233  0.013
H -0.59851 3.95896 3.72944  0.014
H -1.92186 2.58203 4.35265  0.014

Forces on the atoms, in the same order (eV/Å):
0.7305 0.7277 0.0051
-0.2869 0.8581 -0.2864
-0.7045 -0.0747 -0.6689
0.1226 -0.7962 -0.5025
0.9264 -0.4151 0.0259
-3.5533 2.6710 0.0777
-0.0408 -1.3296 -0.3427
1.3158 -4.3113 1.0729
0.1157 1.4935 0.1482
0.8261 0.0504 0.1873
-0.3496 -0.0217 -0.0613
-0.1503 0.2935 -0.0521
-0.0660 -0.3974 -0.0756
0.3534 -0.2212 0.1776
0.1411 0.2945 0.2439
-0.6573 0.1315 -0.0013
0.5651 0.1556 -0.1635
-0.2555 0.0947 -0.5804
0.4052 0.4021 0.0903
0.4100 -0.0154 0.2901
-0.3324 0.7852 0.7593
0.9073 -1.5656 -1.4877
-0.5483 1.5688 1.5054
0.1497 -0.1622 -0.0306
-0.1185 -0.2097 -0.1340
0.0947 -0.0066 -0.1969

=====

# 4
A molecular structure, C5H10N4 in a non-equilibrium geometry, computed with ωB97M-V/def2-TZVPD.

Results
Relative energy (zero: lowest compared OMol25 entry of this formula, charge and spin) ... 108.0 kcal per mole
Frontier orbital gap ... 8.79 eV
Highest occupied orbital energy ... -8.39 eV

Last column: natural (NBO) charge in e.
Positions of all 19 atoms, in Å:
C 1.20405 0.44060 1.17691  -0.410
C 0.83650 1.43755 -1.03235  -0.427
N 0.70187 0.27067 -0.17780  -0.425
C 0.37699 -1.10265 -0.76299  0.357
C -0.98798 -0.58411 -0.00803  0.257
C -1.24743 -1.24644 1.31384  0.058
N 0.66103 -1.49693 -1.91038  -0.618
N -2.00399 -0.13594 -0.63361  -0.732
N -2.34001 -1.17713 1.93253  -0.539
H 1.43170 -1.01640 -2.37518  0.347
H -1.81611 0.32734 -1.51575  0.350
H -3.01146 -0.59984 1.41906  0.357
H -0.44182 -1.82547 1.75426  0.166
H 0.44972 1.23506 -2.02862  0.217
H 0.53970 1.09187 1.76014  0.206
H 2.18870 0.91175 1.12788  0.199
H 1.28393 -0.52510 1.68299  0.220
H 1.88911 1.71090 -1.10706  0.202
H 0.28550 2.28427 -0.61584  0.214

Forces on the atoms, in the same order (eV/Å):
0.1289 0.0241 0.0199
0.2751 -0.2322 0.0803
0.5925 -0.4203 -0.1833
-1.9110 3.6840 0.9398
-0.0568 -3.4999 -1.7282
0.0546 0.5174 0.6280
0.0922 -0.5866 0.0249
0.2500 1.1789 0.4440
-0.0733 -0.1343 0.1479
0.0905 0.0640 0.2170
0.0193 -0.5139 -0.2649
0.1340 0.0393 -0.1556
0.0812 -0.1378 -0.0558
0.0015 -0.1142 -0.0132
0.0821 -0.0761 -0.1162
0.0966 -0.1237 0.1875
0.0753 0.2271 -0.1306
0.0821 0.1873 -0.1676
-0.0147 -0.0831 0.1260